{"formula": "C59H69BaN7SSbTe", "method": "ωB97M-V/def2-TZVPD", "homo_lumo_gap_ha": 0.269, "total_charge": 1, "lumo_energy_ev": -2.26, "e_above_lowest_kcal_mol": 0.0, "homo_ev": -9.58, "max_force_ev_per_a": 1.13, "symbols": ["Ba", "C", "C", "C", "C", "C", "C", "C", "N", "C", "C", "C", "C", "C", "C", "C", "N", "C", "C", "C", "C", "H", "H", "H", "H", "H", "H", "H", "H", "H", "H", "H", "H", "H", "H", "H", "H", "H", "H", "H", "H", "H", "H", "H", "H", "C", "C", "C", "C", "C", "C", "N", "N", "C", "C", "C", "C", "C", "C", "H", "H", "H", "H", "H", "H", "H", "H", "H", "C", "C", "C", "C", "N", "C", "C", "C", "C", "C", "C", "N", "H", "H", "H", "H", "H", "H", "H", "H", "C", "C", "Sb", "C", "C", "C", "C", "H", "H", "H", "H", "H", "H", "H", "H", "H", "H", "H", "H", "H", "H", "H", "C", "Te", "C", "C", "C", "C", "C", "C", "C", "H", "H", "H", "H", "H", "H", "H", "H", "S", "C", "N", "C", "C", "C", "C", "H", "H", "H", "H", "H"], "xyz": [[-0.46574, -0.37626, -0.57366], [4.97629, 0.43199, 4.97257], [3.59450, -0.20644, 5.16950], [2.93458, 0.42630, 6.39437], [3.75474, -1.71433, 5.41631], [2.76349, -0.01866, 3.90670], [3.24743, -0.45554, 2.67437], [2.45115, -0.33878, 1.55432], [1.23774, 0.21257, 1.57162], [0.77529, 0.68635, 2.73000], [1.50161, 0.56008, 3.91168], [-0.55849, 1.36534, 2.69690], [-1.03204, 2.08111, 3.79247], [-2.26823, 2.71351, 3.74659], [-2.98925, 2.58877, 2.56139], [-2.45058, 1.87015, 1.51375], [-1.26088, 1.27186, 1.56442], [-2.83638, 3.51056, 4.91373], [-4.17378, 2.88457, 5.33521], [-1.89829, 3.51809, 6.12011], [-3.06550, 4.95908, 4.45936], [5.56496, 0.32151, 5.88418], [4.88823, 1.49728, 4.75161], [5.53281, -0.03938, 4.16235], [3.58073, 0.29025, 7.26185], [1.97511, -0.04005, 6.62568], [2.78006, 1.49921, 6.26179], [4.35611, -1.88232, 6.31114], [4.25236, -2.20564, 4.57901], [2.78382, -2.19107, 5.56210], [4.22602, -0.90737, 2.58304], [2.79882, -0.69720, 0.59001], [1.07902, 0.90704, 4.84046], [-0.43180, 2.15409, 4.68452], [-3.96222, 3.04536, 2.44326], [-3.00659, 1.75182, 0.58860], [-4.03942, 1.84679, 5.64477], [-4.90377, 2.90517, 4.52580], [-4.59181, 3.44046, 6.17567], [-1.71731, 2.51023, 6.49908], [-2.35341, 4.09488, 6.92555], [-0.93818, 3.98256, 5.88576], [-3.76221, 5.01510, 3.62258], [-2.12735, 5.42572, 4.15321], [-3.48313, 5.54223, 5.28137], [-6.01429, 1.35232, -3.20611], [-6.53959, 0.52228, -2.22223], [-5.70023, -0.18172, -1.37668], [-4.32003, -0.05552, -1.51757], [-3.79321, 0.79165, -2.48155], [-4.64040, 1.48743, -3.33181], [-3.38651, -0.73522, -0.66225], [-3.91815, -1.63270, 0.01516], [-3.12078, -2.33452, 0.96558], [-3.90902, -3.14924, 1.78849], [-3.31170, -3.87784, 2.80008], [-1.93501, -3.77802, 2.96980], [-1.17957, -2.97651, 2.11807], [-1.72259, -2.21511, 1.07224], [-6.67675, 1.89619, -3.86652], [-7.61194, 0.42713, -2.11208], [-6.09690, -0.82656, -0.60612], [-2.71986, 0.88787, -2.58735], [-4.22500, 2.13100, -4.09617], [-4.97998, -3.18618, 1.62674], [-3.90521, -4.50710, 3.45038], [-1.45052, -4.33763, 3.76245], [-0.10435, -2.94954, 2.29088], [2.09934, 3.92234, 0.39720], [3.38865, 3.82677, -0.09930], [3.67179, 2.84951, -1.03660], [2.65673, 1.98993, -1.45138], [1.42610, 2.05185, -0.93849], [1.16246, 3.00453, -0.04641], [2.89003, 0.96763, -2.51634], [3.94268, 1.10347, -3.41709], [4.10756, 0.15750, -4.41445], [3.21222, -0.89410, -4.48766], [2.18822, -0.94815, -3.55620], [2.01935, -0.04581, -2.59053], [1.82335, 4.67897, 1.11837], [4.16368, 4.50381, 0.23493], [4.67380, 2.75100, -1.42766], [0.14955, 3.03084, 0.33856], [4.61110, 1.95017, -3.36225], [4.91397, 0.25225, -5.12949], [3.28672, -1.65068, -5.25623], [1.45085, -1.74237, -3.59754], [4.59441, -2.47851, -0.96145], [3.69340, -3.50427, -1.64228], [1.67257, -3.38820, -0.91290], [1.96967, -4.42645, 0.95655], [2.93977, -5.60056, 0.96796], [0.81167, -4.98271, -2.08642], [1.78480, -5.99013, -2.68873], [5.63081, -2.57357, -1.29091], [4.58742, -2.59574, 0.12619], [4.27144, -1.45877, -1.18996], [4.05681, -4.52041, -1.48828], [3.66599, -3.33260, -2.71963], [0.96932, -4.73731, 1.26625], [2.27980, -3.66196, 1.67466], [2.60405, -6.40749, 0.31656], [3.03580, -6.01583, 1.97353], [3.93949, -5.30777, 0.64278], [0.23921, -4.48885, -2.87454], [0.08759, -5.47428, -1.43102], [2.49750, -5.50597, -3.35799], [1.25096, -6.74235, -3.27324], [2.35938, -6.51532, -1.92633], [-1.66275, 3.25200, -5.07390], [-0.27340, 1.90096, -4.15914], [0.88065, 3.67664, -3.82926], [0.37717, 4.68061, -4.83477], [1.11968, 5.81262, -5.15527], [0.64172, 6.73105, -6.07592], [-0.58836, 6.52253, -6.68467], [-1.33374, 5.39858, -6.36737], [-0.85869, 4.47281, -5.44395], [-2.44783, 3.49929, -4.35949], [-2.11513, 2.78202, -5.94484], [1.93642, 3.45631, -3.97613], [0.73455, 4.02278, -2.80584], [2.08326, 5.97030, -4.68462], [1.23136, 7.60313, -6.32594], [-0.96239, 7.23103, -7.41181], [-2.29104, 5.23174, -6.84663], [-1.21464, -1.78767, -3.42467], [-2.16153, -3.16384, -3.12592], [-2.30272, -3.65430, -1.86189], [-3.02660, -4.74570, -1.52708], [-3.67174, -5.45808, -2.48828], [-3.56176, -5.01249, -3.81851], [-2.82986, -3.90033, -4.13121], [-1.84684, -3.14890, -1.10154], [-3.05243, -4.97873, -0.47148], [-4.25119, -6.32935, -2.22590], [-4.06663, -5.55632, -4.60653], [-2.74239, -3.54863, -5.14825]], "mulliken_charge": [0.775, -1.677, 1.994, -2.080, -1.618, -0.110, -0.758, -1.248, 1.084, -0.154, -0.264, -0.431, -0.563, 0.049, -0.709, -1.426, 1.399, 1.981, -1.608, -2.087, -1.640, 0.457, 0.387, 0.308, 0.443, 0.387, 0.427, 0.441, 0.349, 0.354, 0.565, 0.424, 0.620, 0.671, 0.550, 0.389, 0.376, 0.329, 0.454, 0.407, 0.427, 0.414, 0.343, 0.371, 0.455, -0.674, -0.615, -0.660, -1.202, 1.377, -0.431, 2.032, -0.642, -1.241, -0.423, -0.794, -1.043, -1.429, 1.558, 0.434, 0.382, 0.489, -0.241, 0.296, 0.509, 0.403, 0.453, 0.729, -0.603, -1.185, -0.918, 0.515, 1.579, -0.971, 0.254, -0.927, -1.165, -0.989, -0.730, 2.065, 0.563, 0.476, 0.505, 0.418, 0.493, 0.469, 0.595, 0.140, -0.941, -0.837, -0.326, -0.467, -1.265, -0.282, -1.256, 0.440, 0.247, -0.036, 0.672, 0.504, 0.526, 0.170, 0.243, 0.429, 0.256, 0.140, 0.443, 0.279, 0.398, 0.222, -1.085, 0.202, -0.857, 0.484, -0.630, -0.625, -0.559, -0.742, 0.452, 0.376, 0.640, 0.455, 0.298, 0.442, 0.410, 0.399, 0.451, -0.039, 0.129, 1.097, -0.050, -0.960, -0.256, -1.027, -0.508, 0.435, 0.480, 0.402, 0.516]}

---

{"formula": "C59H80GeHgN12", "method": "ωB97M-V/def2-TZVPD", "homo_lumo_gap_ha": 0.143, "total_charge": -2, "lumo_energy_ev": 3.68, "e_above_lowest_kcal_mol": 35.2, "homo_ev": -0.22, "max_force_ev_per_a": 0.81, "symbols": ["Hg", "C", "C", "C", "C", "C", "C", "C", "C", "C", "C", "N", "C", "C", "C", "C", "C", "N", "H", "H", "H", "H", "H", "H", "H", "H", "H", "H", "H", "H", "H", "H", "H", "H", "H", "N", "C", "C", "N", "C", "C", "N", "C", "C", "N", "H", "H", "H", "H", "H", "H", "C", "Ge", "C", "C", "C", "C", "C", "C", "C", "C", "C", "C", "C", "C", "C", "C", "C", "C", "H", "H", "H", "H", "H", "H", "H", "H", "H", "H", "H", "H", "H", "H", "H", "C", "C", "C", "C", "C", "C", "C", "C", "C", "C", "C", "C", "N", "H", "H", "H", "H", "H", "H", "H", "H", "H", "H", "H", "H", "H", "H", "H", "H", "H", "C", "C", "C", "C", "N", "N", "H", "H", "H", "H", "H", "H", "H", "H", "H", "H", "H", "H", "C", "N", "C", "C", "N", "N", "C", "C", "H", "H", "H", "H", "H", "H", "H", "H", "H", "H", "H", "H", "H"], "xyz": [[0.56719, -0.02794, -1.32774], [-4.09039, 4.94405, 1.93865], [-4.10707, 3.44714, 1.60701], [-3.42368, 2.61463, 2.66819], [-4.09019, 2.45034, 3.87916], [-3.54458, 1.71529, 4.91270], [-2.31632, 1.09276, 4.72458], [-1.62975, 1.20494, 3.52892], [-0.29009, 0.54879, 3.29605], [0.17519, -0.37377, 4.41711], [-2.17167, 1.98851, 2.48038], [-1.48277, 2.03650, 1.28201], [-1.24038, 3.14838, 0.68643], [-0.70369, 3.34426, -0.61316], [-0.63446, 4.60916, -1.23984], [-0.13286, 4.38527, -2.51603], [0.09943, 2.99991, -2.59513], [-0.24659, 2.37571, -1.46925], [-4.57938, 5.51702, 1.14719], [-3.06576, 5.30302, 2.04076], [-4.60864, 5.13285, 2.88074], [-3.63642, 3.29202, 0.63673], [-5.14654, 3.11730, 1.53752], [-5.06433, 2.91254, 4.01088], [-4.06428, 1.62554, 5.85945], [-1.89811, 0.50955, 5.53512], [0.46105, 1.32899, 3.14967], [-0.34836, 0.00359, 2.34914], [0.32277, 0.17778, 5.34897], [-0.55582, -1.16463, 4.59130], [1.12402, -0.83759, 4.14804], [-1.44557, 4.09508, 1.21344], [-0.95936, 5.54638, -0.80696], [0.03511, 5.11715, -3.29234], [0.53124, 2.45729, -3.42140], [-3.14455, -1.05631, -4.45227], [-3.71804, 0.16390, -4.17053], [-2.90581, 0.74463, -3.24134], [-1.87617, -0.08893, -2.93367], [-2.03502, -1.16875, -3.65730], [-1.12101, -2.27997, -3.68176], [-0.06652, -2.40176, -2.91277], [0.58379, -3.52254, -3.32766], [-0.08965, -4.10832, -4.35766], [-1.18102, -3.30579, -4.58512], [-3.56127, -1.77305, -5.01690], [-4.62272, 0.48444, -4.65603], [-2.98732, 1.71542, -2.77994], [1.50412, -3.83037, -2.86144], [0.10047, -4.98783, -4.94688], [-1.89759, -3.48332, -5.26308], [-1.14585, -2.33515, 2.07728], [-1.63655, -1.51834, 0.26101], [-2.42123, -3.17221, -0.66153], [-3.39703, -2.97709, -1.64506], [-3.92850, -4.02576, -2.38019], [-3.50848, -5.32911, -2.14277], [-2.54461, -5.55463, -1.17053], [-2.01151, -4.48957, -0.45523], [-3.56479, -0.88284, 0.65389], [-3.89980, 0.30131, 0.03727], [-5.20904, 0.82027, 0.03602], [-6.20428, 0.17911, 0.71514], [-5.92918, -1.03268, 1.38976], [-6.94689, -1.72890, 2.08486], [-6.70270, -2.94021, 2.66886], [-5.41593, -3.50615, 2.58545], [-4.40948, -2.84182, 1.94095], [-4.61391, -1.58110, 1.32849], [-0.08252, -2.18053, 2.26934], [-1.34335, -3.40787, 2.15850], [-1.71050, -1.82660, 2.86185], [-3.76700, -1.96938, -1.81211], [-4.68691, -3.83006, -3.13447], [-3.92746, -6.15634, -2.70558], [-2.21262, -6.56786, -0.96698], [-1.26474, -4.69683, 0.30430], [-3.11607, 0.84823, -0.47626], [-5.42245, 1.72747, -0.51860], [-7.21599, 0.57230, 0.74098], [-7.93775, -1.28801, 2.13768], [-7.49351, -3.46792, 3.19031], [-5.22923, -4.47080, 3.04332], [-3.42790, -3.28172, 1.86330], [2.72598, -1.17539, -4.82187], [2.18700, 0.25552, -4.94870], [0.65875, 0.23282, -4.86320], [2.93580, 1.16719, -3.97955], [3.53428, 2.29592, -4.51300], [4.63710, 2.91583, -3.92521], [5.26856, 2.20710, -2.89799], [4.70618, 1.09407, -2.30788], [5.58520, 0.30259, -1.34257], [5.54460, 0.88879, 0.07549], [5.26840, -1.19434, -1.28052], [3.31533, 0.73390, -2.62986], [2.64627, 0.06842, -1.73676], [2.26739, -1.83324, -5.56924], [2.50010, -1.55800, -3.82534], [3.80798, -1.18544, -4.96724], [2.44773, 0.61342, -5.95355], [0.33953, -0.05742, -3.86525], [0.25654, -0.49283, -5.58219], [0.23446, 1.21159, -5.09461], [3.16149, 2.68016, -5.46280], [5.06017, 3.82720, -4.33254], [6.25988, 2.52026, -2.56902], [6.61726, 0.41032, -1.70583], [6.23449, 0.34625, 0.73370], [5.84550, 1.93943, 0.06099], [4.53079, 0.81054, 0.47168], [4.21310, -1.31661, -1.03799], [5.89020, -1.68443, -0.52133], [5.46035, -1.67144, -2.24541], [1.73844, 5.24333, 1.41122], [2.60672, 4.12852, 2.00690], [2.38671, 4.08171, 3.52080], [4.08379, 4.39974, 1.71698], [2.28000, 2.78488, 1.51007], [2.42940, 2.53091, 0.12953], [2.06129, 6.21576, 1.79277], [0.69206, 5.09182, 1.68202], [1.80059, 5.25697, 0.32201], [2.65998, 5.03866, 3.97072], [2.99306, 3.28961, 3.96288], [1.33672, 3.88048, 3.74857], [4.43224, 5.26614, 2.28359], [4.24710, 4.59109, 0.65554], [4.67380, 3.52716, 2.00294], [1.31077, 2.56697, 1.71804], [3.40257, 2.45291, -0.13219], [1.97144, 3.21273, -0.47223], [1.87160, -4.66560, 2.63897], [2.33296, -3.93058, 1.47222], [1.63666, -4.27915, 0.24263], [2.58917, -2.56185, 1.61412], [2.09820, -1.74281, 0.78691], [3.42159, -2.25255, 2.71078], [3.64752, -0.84587, 2.97213], [4.61940, -3.05175, 2.89399], [0.78177, -4.61007, 2.75312], [2.32989, -4.26829, 3.54056], [2.15033, -5.71870, 2.53262], [1.40108, -5.34414, 0.26996], [2.29724, -4.07193, -0.59884], [0.72450, -3.69423, 0.09943], [2.43305, -0.78628, 0.85207], [2.70730, -0.29917, 2.92344], [4.35298, -0.39226, 2.26667], [4.05869, -0.74649, 3.97984], [4.45004, -4.06220, 2.53617], [4.88437, -3.08521, 3.95557], [5.47165, -2.63098, 2.34175]], "mulliken_charge": [3.309, -1.559, -0.968, 1.024, -0.275, -1.297, -0.960, 0.330, 2.610, -2.195, -0.537, 1.248, -0.962, -0.282, -0.384, -1.944, -0.252, 1.412, 0.452, 0.304, 0.366, 0.067, 0.501, 0.370, 0.358, 0.353, -0.331, -0.967, 0.521, 0.414, 0.313, -0.221, 0.492, 0.421, -0.098, 0.169, -1.670, -0.506, 1.391, -0.975, -0.956, 1.602, -0.330, -1.580, 0.327, 0.228, 0.477, 0.517, 0.353, 0.478, 0.162, -1.177, 0.745, 0.709, -0.084, -0.407, -0.801, -0.878, -0.156, -0.576, 0.706, -0.974, -1.267, 1.145, -0.959, -0.607, -1.125, -0.375, 1.397, -0.258, 0.700, 0.339, -0.108, 0.414, 0.333, 0.404, 0.056, -0.579, 0.550, 0.294, 0.376, 0.364, 0.427, 0.227, -1.537, -0.004, -0.993, -0.272, -0.084, -1.745, -0.057, -0.258, 0.103, -0.642, -1.298, 1.107, -0.825, 0.470, -0.066, 0.498, 0.581, -0.733, 0.781, 0.394, 0.319, 0.295, 0.326, 0.558, 0.636, 0.352, -0.538, -0.239, 0.474, 0.331, -1.591, 2.024, -1.791, -1.990, 0.410, 0.633, 0.560, 0.146, 0.365, 0.459, 0.332, 0.284, 0.512, 0.354, 0.269, -0.704, -0.195, -0.140, -1.212, 0.170, -0.863, -0.025, 1.142, 0.399, -0.544, -1.211, 0.210, 0.422, 0.357, 0.283, 0.258, 0.235, -0.973, -0.156, -0.080, 0.459, 0.475, 0.325, 0.284]}